(1)
{
  "formula": "C6H7N5O3",
  "method": "ωB97M-V with the def2-TZVPD basis set",
  "energy_ha": -732.20721,
  "smiles": "Nc1ncnc(N)c1[C@H](C=O)[N+](=O)[O-]",
  "total_charge": 0,
  "max_force_ev_per_a": 4.8,
  "lumo_ev": -0.403,
  "orbital_gap_ev": 9.26,
  "symbols": ["N", "C", "N", "C", "N", "C", "N", "C", "C", "C", "O", "N", "O", "O", "H", "H", "H", "H", "H", "H", "H"],
  "xyz": [[0.187786, 1.743236, -1.762009], [-0.053435, 1.349945, -0.514178], [-0.278584, 2.395143, 0.329902], [-0.555843, 2.242013, 1.620181], [-0.403443, 1.129767, 2.263166], [-0.250088, 0.035874, 1.509851], [-0.282301, -1.123795, 2.172042], [-0.251245, 0.147397, 0.110054], [-0.245671, -1.416265, -0.676469], [1.104794, -1.922170, -0.401095], [1.363399, -2.650866, 0.511297], [-0.559862, -1.157550, -2.061497], [-1.701504, -1.245192, -2.471800], [0.379666, -0.726309, -2.729035], [1.018901, 1.284493, -2.236006], [0.439275, 2.672981, -1.623158], [-0.599088, 3.140809, 2.160220], [0.394019, -1.786237, 1.909535], [-0.449950, -1.016169, 3.155733], [-1.201191, -1.717289, -0.232585], [1.944365, -1.379817, -1.034149]],
  "forces_ev_per_a": [[2.413, -1.876, -2.496], [-1.343, 0.969, 3.718], [-0.413, 0.919, -0.548], [2.035, -0.160, -2.326], [-0.558, -1.138, 1.207], [-1.093, 1.696, -0.347], [-0.554, -0.361, 0.475], [1.301, -4.383, -1.564], [-2.310, 3.556, 1.914], [1.840, 1.070, -0.982], [0.324, -0.534, 0.249], [0.390, 1.341, -1.778], [0.621, -0.340, 0.609], [-0.346, -0.796, -0.195], [-1.862, 0.269, 0.627], [0.108, 2.371, -0.359], [-0.693, 1.082, 0.804], [0.576, -1.337, -0.216], [0.165, 0.076, 0.198], [0.839, -1.244, 0.148], [-1.440, -1.180, 0.861]]
}

(2)
{
  "formula": "C29H20CrF2NO3PS",
  "method": "ωB97M-V with the def2-TZVPD basis set",
  "energy_ha": -3381.39243,
  "multiplicity": 5,
  "total_charge": 0,
  "max_force_ev_per_a": 0.6,
  "lumo_ev": [0.232, 0.045],
  "orbital_gap_ev": [8.01, 8.64],
  "symbols": ["Cr", "O", "S", "O", "O", "C", "C", "C", "C", "C", "C", "P", "C", "C", "C", "C", "C", "C", "C", "C", "C", "C", "C", "C", "H", "H", "H", "H", "H", "H", "H", "H", "H", "H", "H", "H", "H", "H", "F", "C", "C", "C", "C", "C", "F", "C", "C", "C", "C", "C", "C", "N", "H", "H", "H", "H", "H", "H"],
  "xyz": [[-0.065541, -0.027818, -0.181740], [3.962594, 0.134972, -0.286125], [2.628739, 0.654285, -0.248418], [1.802340, 0.400770, -1.448136], [1.812978, 0.219081, 0.920577], [2.720947, 2.411264, -0.067280], [3.975416, 3.001488, -0.026164], [4.075181, 4.367239, 0.191346], [2.929340, 5.125551, 0.381965], [1.679180, 4.525578, 0.337283], [1.551605, 3.163593, 0.100512], [-0.119384, 2.402689, -0.048921], [-0.796823, 3.269832, -1.501301], [-1.316295, 4.563053, -1.467284], [-1.779774, 5.161930, -2.629480], [-1.720545, 4.476934, -3.836718], [-1.197265, 3.192528, -3.880882], [-0.740292, 2.589588, -2.717207], [-0.983570, 3.055693, 1.417081], [-2.327167, 3.419439, 1.410087], [-2.958581, 3.792516, 2.589789], [-2.256722, 3.795679, 3.786299], [-0.919808, 3.415055, 3.804525], [-0.288009, 3.041141, 2.628243], [4.852240, 2.380184, -0.151347], [5.049699, 4.837614, 0.225784], [3.007219, 6.189914, 0.567307], [0.792532, 5.127494, 0.494454], [-1.373357, 5.104921, -0.531315], [-2.189910, 6.163611, -2.591843], [-2.086463, 4.944793, -4.742198], [-1.149646, 2.655528, -4.819707], [-0.333729, 1.585113, -2.752008], [-2.894453, 3.408778, 0.487876], [-4.003784, 4.076634, 2.570161], [-2.751426, 4.087486, 4.704622], [-0.369025, 3.403999, 4.736581], [0.752296, 2.734700, 2.650403], [-5.414191, 1.101378, -0.775311], [-4.435688, 0.191461, -0.576311], [-3.115616, 0.598253, -0.614086], [-2.085628, -0.320519, -0.396257], [-2.452148, -1.670380, -0.179488], [-3.793800, -2.017698, -0.142421], [-4.165106, -3.299433, 0.104635], [-4.812644, -1.110514, -0.331695], [-1.334802, -2.639627, -0.023677], [-1.440578, -4.023373, 0.080003], [-0.293168, -4.789839, 0.175837], [0.949792, -4.182815, 0.171452], [0.990006, -2.809359, 0.070768], [-0.116442, -2.062408, -0.024752], [-2.918963, 1.641974, -0.828485], [-5.850113, -1.410094, -0.291599], [-2.411899, -4.484256, 0.078731], [-0.372530, -5.867129, 0.251902], [1.866778, -4.749246, 0.244401], [1.929703, -2.273626, 0.071431]],
  "forces_ev_per_a": [[0.218, 0.228, 0.167], [0.001, 0.053, 0.021], [-0.160, -0.312, -0.053], [0.144, 0.014, 0.015], [0.066, -0.084, -0.157], [-0.042, 0.169, 0.072], [-0.113, 0.013, 0.012], [0.009, 0.060, 0.016], [0.034, 0.022, 0.007], [0.016, 0.080, -0.025], [0.099, -0.170, -0.058], [-0.040, 0.583, -0.019], [-0.025, -0.001, 0.002], [-0.011, 0.029, -0.009], [0.015, -0.030, 0.012], [0.006, -0.013, 0.017], [0.001, 0.021, 0.027], [-0.025, -0.004, -0.001], [0.133, -0.029, 0.050], [-0.056, -0.002, -0.017], [0.024, -0.007, -0.006], [0.043, -0.017, -0.010], [-0.050, -0.007, -0.039], [-0.030, 0.047, 0.035], [-0.035, 0.017, 0.001], [-0.020, -0.010, -0.004], [-0.005, -0.034, -0.007], [0.005, 0.005, -0.011], [0.002, -0.011, 0.000], [0.013, -0.025, 0.000], [0.010, -0.010, 0.018], [0.002, 0.007, 0.024], [0.003, 0.001, 0.003], [0.026, 0.033, 0.029], [0.039, -0.012, -0.004], [0.020, -0.009, -0.027], [-0.010, 0.000, -0.017], [-0.033, 0.010, 0.005], [0.053, 0.010, -0.010], [0.003, 0.132, -0.016], [0.017, -0.124, 0.012], [-0.427, 0.008, -0.103], [0.340, -0.203, 0.033], [-0.068, -0.164, 0.055], [-0.057, 0.086, -0.038], [-0.073, -0.057, 0.006], [-0.227, 0.225, -0.062], [-0.033, -0.049, 0.012], [-0.107, -0.120, 0.007], [0.065, 0.023, 0.004], [-0.083, 0.089, 0.013], [0.294, -0.436, 0.027], [0.015, -0.027, -0.006], [0.032, 0.002, -0.004], [0.006, -0.068, 0.002], [-0.020, 0.013, 0.001], [-0.012, 0.001, -0.003], [0.008, 0.053, -0.002]]
}

(3)
{
  "formula": "C4H7NO2",
  "method": "ωB97M-V with the def2-TZVPD basis set",
  "energy_ha": -361.85162,
  "smiles": "C[C@H](O)CN=C=O",
  "total_charge": 0,
  "max_force_ev_per_a": 0.8,
  "lumo_ev": 0.647,
  "orbital_gap_ev": 10.83,
  "symbols": ["C", "C", "O", "C", "N", "C", "O", "H", "H", "H", "H", "H", "H", "H"],
  "xyz": [[0.281513, -0.543098, -1.489290], [-0.642389, -0.414818, -0.291403], [-1.196195, 0.888734, -0.334848], [0.089420, -0.638748, 1.040964], [0.970411, 0.450765, 1.377052], [0.943064, 1.635151, 1.120995], [1.064590, 2.793382, 0.973515], [1.142478, 0.124910, -1.386483], [-0.255006, -0.275431, -2.403373], [0.644604, -1.571706, -1.582890], [-1.438760, -1.172831, -0.363662], [-1.810287, 0.990899, 0.404529], [0.679846, -1.559366, 0.990598], [-0.638380, -0.771833, 1.853554]],
  "forces_ev_per_a": [[0.034, -0.002, -0.032], [0.149, -0.269, -0.033], [-0.213, 0.057, 0.180], [-0.156, -0.148, -0.015], [0.078, 0.620, -0.144], [0.168, 0.160, 0.078], [-0.092, -0.758, 0.093], [-0.116, -0.072, -0.016], [0.068, -0.045, 0.125], [-0.044, 0.152, 0.021], [0.110, 0.106, 0.024], [0.028, 0.027, -0.165], [-0.103, 0.117, -0.005], [0.091, 0.054, -0.111]]
}

(4)
{
  "formula": "C5H5FOS",
  "method": "ωB97M-V with the def2-TZVPD basis set",
  "energy_ha": -766.61209,
  "total_charge": 0,
  "max_force_ev_per_a": 4.3,
  "lumo_ev": -1.598,
  "orbital_gap_ev": 6.75,
  "symbols": ["C", "C", "C", "C", "C", "H", "H", "H", "H", "H", "O", "F", "S"],
  "xyz": [[0.916591, 0.858843, 0.283517], [-0.339927, 1.734417, -0.279573], [0.986477, -0.518504, -0.392424], [-0.030470, -1.366709, -0.525464], [-1.260550, -1.158301, 0.387396], [1.962795, 1.230632, 0.042757], [-1.601168, 1.607070, 0.203224], [2.223360, -0.756804, -0.600870], [0.253227, -2.428630, -0.924733], [-1.593404, -2.248917, 0.579302], [0.079373, 2.319661, -1.310752], [0.752757, 0.651139, 1.664992], [-2.349061, 0.076103, 0.872628]],
  "forces_ev_per_a": [[-0.861, -0.835, -0.002], [2.361, 1.727, -2.751], [3.628, 0.451, 0.158], [0.123, -0.906, 1.124], [-1.634, -1.016, -1.484], [-1.732, 0.791, 0.701], [4.022, 0.567, -1.280], [-4.049, 0.149, -0.035], [-1.223, 2.012, 0.851], [0.269, 1.940, 0.484], [-2.340, -1.226, 2.712], [0.451, 0.200, -0.302], [0.985, -3.854, -0.175]]
}

(5)
{
  "formula": "C7H7ClN2",
  "method": "ωB97M-V with the def2-TZVPD basis set",
  "energy_ha": -840.60909,
  "smiles": "CC1=N[C@](Cl)(C#N)CC=C1",
  "total_charge": 0,
  "max_force_ev_per_a": 1.1,
  "lumo_ev": -0.147,
  "orbital_gap_ev": 10.01,
  "symbols": ["C", "C", "N", "C", "Cl", "C", "N", "C", "C", "C", "H", "H", "H", "H", "H", "H", "H"],
  "xyz": [[0.981214, -1.791688, -0.716366], [0.673283, -0.388653, -0.326294], [1.626992, 0.353171, 0.081070], [1.347448, 1.708053, 0.413597], [1.524279, 2.696623, -1.132430], [2.371876, 2.234492, 1.291764], [3.157792, 2.668674, 1.997845], [-0.052317, 1.968642, 0.983349], [-1.064709, 1.191405, 0.204761], [-0.709587, 0.069730, -0.421141], [0.775394, -1.926921, -1.777379], [0.347331, -2.480548, -0.160695], [2.026268, -2.010843, -0.520594], [-0.268974, 3.037155, 0.963752], [-0.072345, 1.641839, 2.031255], [-2.081191, 1.555873, 0.204885], [-1.411820, -0.529603, -0.978606]],
  "forces_ev_per_a": [[0.106, -0.044, 0.028], [0.084, 0.151, 0.132], [0.598, -0.504, 0.083], [-0.844, 0.402, -0.558], [-0.086, -0.055, 0.046], [0.164, -0.018, 0.139], [0.337, 0.200, 0.387], [0.134, -0.080, -0.102], [0.069, -0.141, -0.030], [-0.295, 0.396, 0.032], [-0.050, -0.060, -0.096], [-0.065, -0.100, 0.000], [0.019, -0.013, -0.007], [0.072, -0.064, 0.054], [0.024, 0.038, -0.038], [-0.124, -0.065, -0.049], [-0.142, -0.043, -0.022]]
}